1.
18
Properties=species:S:1:pos:R:3:lowdin_spin:R:1 method="wB97M-V/def2-TZVPD" gap_ev="5.138 / 6.952" e_tot_ha=-3426.67760 lumo_ev="0.58 / -2.86" multiplicity=3
C -1.1924 0.8326 0.4828 0.5187
C 0.0430 1.3996 0.6161 0.4998
C -0.8461 -0.6144 0.2390 0.0291
C 0.4610 2.7586 0.9147 0.0786
C -0.7035 -3.2692 -0.0973 -0.0002
N 0.4259 -0.7937 0.1860 0.3002
N 0.9658 0.4149 0.4788 0.2894
O -2.7731 -2.1686 1.0970 0.0003
O -2.5972 -1.8243 -1.3733 -0.0043
S -1.9709 -2.0283 -0.0782 -0.0030
Br -2.8755 1.5900 0.6972 0.2118
H 0.1479 3.4728 0.1249 0.0296
H -0.0602 3.1332 1.8539 0.0263
H 1.4419 2.9721 1.1494 0.0013
H 0.1749 -3.2666 -0.8454 0.0001
H -0.3155 -3.0246 0.9038 -0.0003
H -1.1636 -4.1998 -0.0967 -0.0001
H 1.9329 0.3253 0.7787 0.0227

2.
11
Properties=species:S:1:pos:R:3:mulliken_charge:R:1 method="wB97M-V/def2-TZVPD" relative_energy_kcal_mol=12.9 smiles="OP1=CC=CC=1" gap_ev=8.683 e_tot_ha=-571.94642 lumo_ev=-0.10
O 2.2054 -0.0248 -0.7600 -0.4843
P 1.4465 0.0459 0.7337 0.0736
C 0.0694 1.1899 0.3873 -0.5993
C -1.0513 0.5561 0.0471 -0.1802
C -0.9497 -0.8521 -0.0721 -0.0967
C 0.2665 -1.4064 0.2512 -0.5723
H 2.8037 0.6431 -1.0036 0.2971
H 0.2611 2.1901 0.4182 0.4869
H -2.0363 0.9059 -0.1234 0.3851
H -1.8589 -1.1647 -0.6229 0.2667
H 0.6939 -2.3564 0.0943 0.4233

3.
15
Properties=species:S:1:pos:R:3:mulliken_charge:R:1 method="wB97M-V/def2-TZVPD" relative_energy_kcal_mol=1.5 smiles=Cc1cn(C)cn1 gap_ev=9.341 e_tot_ha=-304.83308 lumo_ev=0.89
C -1.6622 1.9022 -0.7085 -1.0513
C -0.7538 0.8912 -0.0864 0.3817
C -0.2322 -0.2473 -0.6388 -0.3552
N 0.6256 -0.7701 0.3037 0.1456
C 1.4763 -1.9313 0.1601 -0.8486
C 0.5671 0.0646 1.3732 -0.1060
N -0.2491 1.0708 1.1814 -0.6452
H -2.6170 1.9771 -0.1772 0.2581
H -1.1897 2.8892 -0.6663 0.2700
H -1.8640 1.6626 -1.7576 0.2883
H -0.3847 -0.7263 -1.5960 0.3659
H 1.6916 -2.0893 -0.8993 0.3116
H 2.4220 -1.7518 0.6780 0.3234
H 1.0091 -2.8317 0.5708 0.2719
H 1.1610 -0.1100 2.2630 0.3898

4.
18
Properties=species:S:1:pos:R:3:mulliken_charge:R:1 method="wB97M-V/def2-TZVPD" relative_energy_kcal_mol=62.8 gap_ev="7.429 / 7.484" e_tot_ha=-1052.89653 lumo_ev="-2.24 / -2.40"
C 0.1922 1.0413 -0.1512 0.4616
C 0.8463 -0.1727 -0.4696 0.5292
C -0.9364 1.2059 0.7572 0.5902
C 1.7282 -2.2826 -0.1408 -0.8331
N 0.7089 2.0241 -0.8877 -0.4643
N 1.7204 0.1624 -1.4800 -0.3410
N -2.0772 0.7114 0.6087 -0.4993
N 0.9764 -1.2263 0.2879 -0.3074
N -0.7068 2.2128 1.6681 -0.4144
O -3.0794 -1.5702 0.6247 -0.4914
O -3.1243 -0.5327 -1.6039 -0.5080
O 1.6125 1.4621 -1.6806 -0.0247
S -2.3960 -0.7685 -0.3529 0.8512
H 1.6355 -3.0688 0.5964 0.3252
H 1.6201 -2.5402 -1.1829 0.3249
H 2.8000 -1.9801 -0.1615 0.3321
H -0.0092 2.8249 1.4616 0.2254
H -1.5114 2.4971 2.1066 0.2439

5.
62
Properties=species:S:1:pos:R:3:lowdin_spin:R:1 method="wB97M-V/def2-TZVPD" relative_energy_kcal_mol=44.7 total_charge=-1 gap_ev="6.427 / 4.990" e_tot_ha=-8875.40325 lumo_ev="2.20 / 0.15" multiplicity=5
Pd 0.7963 0.5142 -0.4684 0.1794
Cl 1.6512 -0.9819 2.8134 0.0072
C 1.4037 0.7336 2.6794 0.0326
C 1.2633 1.2670 1.3925 0.0280
C 0.9489 2.6398 1.3495 0.0260
Cl 0.5947 3.2939 -0.2208 0.0086
C 0.8253 3.4343 2.4766 -0.0033
Cl 0.4192 5.1044 2.3372 -0.0025
C 1.0219 2.8613 3.7317 0.0252
Cl 0.9260 3.8358 5.1523 0.0079
C 1.3015 1.4998 3.8312 -0.0015
Cl 1.5001 0.7814 5.3919 -0.0027
Se -2.8271 1.8807 0.5948 0.3971
Te -1.1768 0.1616 0.9859 0.4114
Te -2.5991 -3.7509 -1.9515 1.5649
Se -1.9389 -1.6551 -0.4666 0.8680
C 4.1184 -0.3339 0.2105 0.0250
Si 2.7937 -0.4917 -1.1543 0.1448
C 2.4855 -2.3989 -1.4185 0.0140
C 2.0097 -3.0092 -0.0991 0.0008
C 3.8093 -3.0604 -1.8243 0.0055
C 1.4310 -2.6992 -2.4829 0.0036
C 3.4541 0.5111 -2.6897 0.0357
C 2.9874 1.9660 -2.5881 0.0114
C 2.9324 -0.0769 -4.0025 0.0013
C 4.9861 0.4920 -2.7027 0.0091
H 5.0280 -0.8750 -0.0680 0.0049
H 3.7478 -0.7509 1.1481 0.0003
H 4.3841 0.7083 0.3977 0.0001
H 2.7353 -2.8690 0.7058 0.0000
H 1.8483 -4.0850 -0.2349 0.0001
H 1.0583 -2.5721 0.2086 0.0007
H 4.5809 -2.9207 -1.0630 0.0003
H 4.1824 -2.6615 -2.7715 0.0002
H 3.6528 -4.1377 -1.9550 0.0013
H 0.4839 -2.2219 -2.2455 0.0010
H 1.2533 -3.7812 -2.5311 0.0036
H 1.7372 -2.3633 -3.4734 0.0000
H 1.9019 2.0296 -2.6468 0.0030
H 3.3961 2.5555 -3.4189 0.0003
H 3.3175 2.4272 -1.6531 0.0017
H 1.8416 -0.1097 -4.0083 0.0000
H 3.3130 -1.0878 -4.1687 0.0000
H 3.2587 0.5433 -4.8465 0.0009
H 5.3979 0.9713 -1.8123 0.0003
H 5.3549 1.0420 -3.5764 0.0026
H 5.3754 -0.5284 -2.7577 0.0002
C -1.6976 -0.0383 -5.3231 0.0029
C -2.0489 0.7311 -4.0431 0.0090
C -3.4179 0.2735 -3.5217 0.0075
C -2.0717 2.2419 -4.3118 0.0019
C -1.0340 0.4657 -3.0135 0.0821
C -0.1255 0.2482 -2.2290 0.0660
H -2.3977 0.2260 -6.1209 0.0004
H -1.7550 -1.1120 -5.1406 0.0008
H -0.6887 0.2093 -5.6574 0.0002
H -4.1865 0.4667 -4.2767 0.0006
H -3.6790 0.8108 -2.6081 0.0025
H -3.4042 -0.7907 -3.2916 0.0062
H -2.8171 2.4798 -5.0771 0.0001
H -1.0954 2.5826 -4.6602 0.0001
H -2.3245 2.7817 -3.3985 0.0005

6.
26
Properties=species:S:1:pos:R:3:lowdin_spin:R:1 method="wB97M-V/def2-TZVPD" relative_energy_kcal_mol=0.0 total_charge=-1 gap_ev="4.044 / 4.079" e_tot_ha=-2382.61175 lumo_ev="2.23 / 2.23" multiplicity=6
Dy 0.1563 -0.0889 0.9140 5.0537
Cl -0.0784 2.1502 -0.3043 -0.0097
C -1.8153 -1.2166 0.8426 0.0062
H -1.6671 -2.1000 1.4871 0.0023
H -2.1396 -1.5565 -0.1514 0.0023
H -2.6240 -0.6216 1.2937 0.0007
Bi 0.2097 0.0700 -2.2619 -0.0070
C -1.5208 0.8793 -3.4094 -0.0047
C 1.9346 1.3198 -2.9631 -0.0019
C 0.6761 -1.8592 -2.9182 -0.0080
H 2.7171 1.2250 -2.1991 0.0001
H 2.2855 0.9129 -3.9223 -0.0002
H 1.6165 2.3618 -3.0465 -0.0001
H -2.4234 0.3894 -3.0311 0.0000
H -1.5515 1.9551 -3.2215 -0.0001
H -1.3484 0.6409 -4.4655 -0.0005
H -0.1434 -2.4758 -3.3364 -0.0003
H 1.7344 -2.0907 -3.1577 -0.0004
C 0.1957 -0.5195 4.9293 -0.0003
S 0.7840 0.5563 3.6375 -0.0036
O -0.4230 0.9821 2.8286 -0.0133
O 1.5470 1.6272 4.2001 -0.0007
O 1.5122 -0.3708 2.6596 -0.0146
H -0.4927 0.0321 5.5898 0.0000
H 1.1013 -0.7655 5.4867 0.0000
H -0.2427 -1.4369 4.5196 0.0001